(1)
This record from the OMol25 dataset describes a molecular structure, C28H29F3IMnN6O4S2. The level of theory is ωB97M-V/def2-TZVPD.

Structure (XYZ):
```
74
Properties=species:S:1:pos:R:3:forces:R:3
I 0.6664 -3.5046 2.0242 0.0130 -0.0382 0.1158
Mn -0.3841 -0.5148 0.1471 0.4523 -0.2364 0.4068
S -1.0747 0.2225 -2.9945 0.2120 -0.0133 -0.1888
S -2.4157 -1.9949 0.1812 -0.2094 -0.2072 0.1496
F 1.0254 -0.2774 -4.4931 0.0301 -0.0180 -0.0215
F -0.7929 0.1185 -5.6000 0.0113 0.0060 -0.0507
F -0.5239 -1.7860 -4.6090 0.0041 -0.0271 -0.0189
O -0.4342 -0.5849 -1.9647 -0.2024 0.0643 -0.2724
O -2.4866 -0.0385 -3.2239 -0.1463 -0.0862 0.2280
O -0.6987 1.6155 -3.0247 -0.0597 0.0019 0.0971
O -1.6977 1.1826 -0.1094 -0.1160 0.1143 0.0474
N -4.5144 -0.6141 1.1589 -0.0827 -0.0660 -0.0144
N -1.1025 3.3674 0.0547 -0.0060 -0.0656 0.0125
N 7.2413 0.2220 6.9684 -0.0251 -0.0005 -0.0196
N -0.3195 -0.1041 2.1060 -0.3557 -0.0052 0.3585
N -4.2986 -0.7682 -1.1614 0.0701 0.2238 0.0733
N 1.5111 0.2219 0.0635 0.0135 0.0670 -0.4327
C -5.7607 0.2213 -2.8209 0.0150 0.0024 0.0082
C 3.7300 0.5213 0.5619 0.0154 0.0199 -0.0421
C 0.7843 0.0529 2.9340 -0.0810 -0.0616 0.0271
C -5.4321 -0.0769 -1.3955 0.1610 -0.1016 0.0162
C -6.3153 0.5828 2.1908 -0.0058 -0.0486 -0.0054
C 4.3996 1.2665 5.2237 0.0352 -0.0183 0.0161
C 2.0831 0.1587 2.4464 -0.0015 -0.0264 -0.2097
C 2.4363 0.2422 1.0977 -0.0918 0.1891 0.0741
C 0.6056 -2.3571 0.1784 -0.1480 0.2425 -0.3534
C 3.3587 1.2552 4.3133 -0.0275 0.0044 -0.0860
C -0.2967 -0.4752 -4.5050 -0.0297 0.0469 0.0421
C 2.1882 0.4626 -1.0522 -0.0360 0.0488 0.1783
C 3.5691 0.6654 -0.7953 -0.0100 -0.0364 0.1292
C 4.0910 -0.8788 3.4853 -0.0658 -0.0248 -0.0233
C 5.2912 0.1962 5.2661 -0.0057 0.0193 0.0035
C 0.1445 3.0378 0.7293 0.0573 -0.0600 0.0380
C -1.0193 -0.0597 4.2674 0.0884 0.0069 -0.0991
C -5.6313 0.0544 0.9639 0.0908 0.0230 0.0219
C -3.1633 2.7579 -1.0995 -0.0289 0.0238 -0.0083
C -1.3822 -0.1701 2.9009 0.2051 0.0082 0.0291
C 0.3502 0.0650 4.2913 -0.0349 -0.0401 -0.0422
C -1.9177 2.3702 -0.3421 0.0441 -0.0133 -0.0879
C 3.1940 0.1878 3.4327 0.0771 -0.0036 0.1163
C -3.8168 -1.0808 0.0926 -0.0830 0.2085 -0.1664
C 5.1326 -0.8801 4.3948 -0.0016 0.0129 0.0371
C 6.3747 0.2072 6.2121 0.0142 -0.0038 0.0053
C -6.1659 0.3260 -0.3152 0.0842 -0.0671 0.0207
C -1.1995 4.6946 -0.5186 0.0051 0.0513 -0.0073
H 1.6888 0.4841 -2.0076 0.0271 -0.0083 0.0266
H -6.1360 -0.0895 3.0266 -0.0005 0.0079 0.0038
H 0.9271 2.7834 0.0131 0.0511 0.0031 -0.0080
H -0.6660 5.3895 0.1283 -0.0127 0.0052 -0.0081
H 1.6648 -2.2992 -0.0826 -0.0088 -0.0077 0.0242
H 0.4542 3.9001 1.3196 -0.0053 -0.0075 0.0184
H 0.1435 -3.0599 -0.5226 0.0430 -0.0898 0.0680
H -0.0080 2.1818 1.3825 0.0093 0.0070 -0.0386
H 0.9794 0.1281 5.1636 0.0609 0.0382 0.0056
H -3.7736 3.4676 -0.5380 0.0044 0.0005 -0.0037
H 5.8199 -1.7143 4.4394 0.0036 0.0091 0.0003
H -3.7317 1.8533 -1.2836 0.0249 -0.0013 -0.0070
H 4.5286 2.0995 5.9018 0.0064 -0.0039 -0.0009
H -2.3690 -0.3321 2.4933 0.0114 0.0061 -0.0114
H -7.3857 0.7093 2.0323 -0.0041 0.0023 -0.0030
H -4.9783 0.8506 -3.2503 0.0214 -0.0443 -0.0102
H -1.6886 -0.1020 5.1114 -0.0255 -0.0004 0.0141
H -3.6319 -0.9272 -1.9211 -0.0613 -0.0203 -0.1387
H -5.7907 -0.6998 -3.4038 0.0056 0.0136 -0.0095
H 4.6431 0.6256 1.1256 0.0111 -0.0149 0.0405
H 3.9469 -1.7175 2.8165 -0.0152 0.0056 -0.0176
H 2.6666 2.0861 4.2721 -0.0235 -0.0077 -0.0051
H 4.3293 0.8838 -1.5280 0.0096 0.0088 -0.0215
H -0.7515 4.7361 -1.5163 0.0093 0.0040 -0.0006
H -6.7195 0.7290 -2.8983 -0.0015 -0.0086 0.0247
H -2.8919 3.2028 -2.0572 -0.0026 -0.0151 -0.0248
H -5.8909 1.5557 2.4491 0.0117 -0.0058 -0.0189
H -2.2339 5.0236 -0.5848 0.0111 0.0054 -0.0047
H -7.0891 0.8711 -0.4416 -0.0057 0.0024 0.0041
```
Forces are in eV/Å.

## Properties
gap between HOMO and LUMO (spin up / spin down) = 0.237 / 0.211 hartree
E_HOMO (spin up / spin down) = -4.365 / -3.653 eV
lowest unoccupied orbital energy (spin up / spin down) = 2.08 / 2.08 eV
spin multiplicity = 2
charge = -1



(2)
This record from the OMol25 dataset describes a molecular structure, C28H29FNOTi in a non-equilibrium geometry. The level of theory is ωB97M-V/def2-TZVPD.

Structure (XYZ):
```
61
Properties=species:S:1:pos:R:3:forces:R:3
Ti -0.2141 -2.5835 1.3466 1.3812 2.2943 -2.9706
F 3.7530 -4.6279 -3.0402 -0.0240 0.0557 -0.0505
O -0.5155 1.9876 -0.6569 1.8282 -1.5390 0.6724
N 0.5777 3.1259 -2.2067 0.2007 0.0188 -1.4794
C -3.1966 3.6117 -0.2743 0.3019 0.0552 -0.4919
C 1.1954 0.0773 1.6028 -0.5315 -0.0372 0.5948
C -2.2349 -3.2140 1.5611 -1.7022 0.8952 -0.8804
C 1.6250 -1.9688 2.6583 -0.3518 1.2636 0.0245
C 2.3544 -4.8660 -1.1468 -0.1738 0.2744 0.0234
C 2.4002 -2.7676 -2.4427 -0.3547 0.0156 0.3777
C 0.7977 2.5704 1.9447 -0.2714 0.1297 0.0128
C 1.4510 -2.2044 -1.5643 0.7307 -1.1784 -0.4318
C -2.0411 -3.2632 0.1248 -0.5957 -0.3512 1.1671
C 2.0622 -1.0483 1.6742 0.1400 -0.1345 0.4987
C -2.0954 -1.0368 0.7290 -0.6324 -0.5622 0.1355
C 1.8392 1.9645 -0.2904 0.2455 -0.1306 -0.1364
C 0.5783 2.3393 -1.0770 -1.0810 -0.6843 1.4843
C -0.6576 3.0641 -3.0741 1.0170 -0.7593 0.8674
C 2.8170 -4.0780 -2.1976 -0.0457 0.0338 0.1302
C 1.4115 -4.2859 -0.2808 0.9243 -0.0545 -1.2717
C -1.9510 -1.9320 -0.3525 -0.3394 -0.1755 0.2302
C -4.2042 2.7173 -0.6876 0.0285 -0.4750 0.0785
C -3.9743 1.8337 -1.7524 -0.5176 0.2328 0.4465
C 1.6725 1.5266 1.2581 -0.3220 -0.1946 -1.0431
C 3.0709 1.6560 1.8777 0.4374 0.2094 -0.0346
C 0.9875 -2.9793 -0.5035 -1.1411 0.4072 1.5705
C -1.8207 2.8708 -2.1423 -2.3546 0.8857 -0.7390
C -2.0383 3.7390 -1.0274 -0.6442 -0.2346 -0.6041
C 0.3576 -1.4592 3.1457 1.5399 0.2904 0.4219
C -2.8002 1.9274 -2.4980 1.0186 0.4708 0.2969
C 0.0745 -0.2542 2.4307 1.5433 0.2012 0.9787
C -2.2773 -1.8062 1.9157 -0.9827 -1.3010 -0.8860
H -2.5165 1.2005 -3.2745 -0.4985 0.3540 0.3159
H -2.3280 -4.0531 2.2178 -0.3542 -0.2141 0.1891
H -0.7924 3.9800 -3.6701 0.3462 -0.1221 0.4360
H -0.1558 -1.9321 3.9659 -0.3944 0.2276 0.0668
H -0.5589 2.2167 -3.8051 -0.2083 0.5792 0.7041
H -5.1411 2.6766 -0.1178 0.4429 -0.1657 -0.2475
H 2.9893 1.7940 2.9562 -0.0696 -0.1328 0.0539
H 1.0120 -4.8695 0.5631 0.2188 0.1408 -0.3149
H 2.9956 -1.1225 1.1321 -0.0411 -0.1842 -0.0411
H -0.7604 0.3938 2.6597 0.0194 -0.0820 -0.1848
H -2.5456 -1.4545 2.8992 0.3550 0.1917 0.0460
H 1.4149 3.0957 -2.7638 0.3718 0.2101 0.1839
H 2.2691 1.1175 -0.8358 0.0449 -0.1163 0.0275
H 2.1692 -2.8277 3.0299 -0.1211 -0.0256 -0.1547
H -2.0159 -4.1847 -0.4468 0.1769 0.2718 -0.0126
H -0.1724 2.6917 1.4704 -0.0354 -0.1141 -0.0260
H -1.2136 4.3639 -0.6732 -0.3726 -0.0365 -0.2563
H 1.0873 -1.1815 -1.7269 0.1490 -0.3214 0.1003
H -4.7037 1.0423 -1.9805 0.2939 0.5206 0.0844
H 3.7058 0.7896 1.7129 -0.0684 -0.0518 -0.1082
H 2.7054 -5.8872 -0.9988 0.0969 0.2075 -0.2301
H -2.1779 0.0517 0.6302 0.3996 -0.5536 0.1326
H 2.7957 -2.1970 -3.2838 0.0582 -0.2957 0.0949
H 1.2977 3.5391 1.9405 0.1162 0.1629 -0.0728
H -3.2772 4.1678 0.6687 -0.1941 -0.1280 -0.5258
H -1.9174 -1.6361 -1.4007 0.4178 -0.1111 0.3420
H 3.6111 2.5202 1.4816 -0.0832 0.1712 0.0390
H 2.5941 2.7721 -0.3850 -0.4144 -0.2412 0.1801
H 0.6257 2.2963 2.9807 0.0767 -0.0631 0.1861
```
Forces are in eV/Å.

## Properties
gap between HOMO and LUMO (spin up / spin down) = 0.155 / 0.240 hartree
E_HOMO (spin up / spin down) = -1.705 / -4.021 eV
lowest unoccupied orbital energy (spin up / spin down) = 2.52 / 2.52 eV
spin multiplicity = 3
charge = -1



(3)
This record from the OMol25 dataset describes C28H29N3O4S in the gas phase. The level of theory is ωB97M-V/def2-TZVPD.

Structure (XYZ):
```
65
Properties=species:S:1:pos:R:3:forces:R:3
S -3.0775 1.5641 1.9176 -0.2174 0.1035 -0.1052
O 3.7070 -3.0428 0.5926 -0.2317 0.0996 0.1588
O -3.9411 1.5004 0.7624 0.2337 0.2662 -0.0423
O -3.4232 0.7353 3.0474 0.2327 0.2731 0.2051
O 2.5048 -0.7619 -2.7274 -0.1729 0.0447 0.0693
N -1.7034 -2.8668 -0.7581 -0.2484 -0.2302 -0.0827
N 0.8350 2.0688 1.6902 -0.1207 0.3873 0.5617
N -1.9815 -0.3791 -0.2272 -0.0234 -0.0118 -0.0770
C 4.6592 -3.5670 -0.2960 0.1117 -0.0772 -0.0910
C 3.0218 0.7869 -0.8922 0.1371 0.0179 0.0541
C 0.8144 -0.0888 -1.2961 0.3648 -0.0798 -0.3178
C 0.1317 -2.5171 0.8559 -0.0806 -0.1062 -0.1239
C 4.0872 0.5585 -4.0480 -0.1943 -0.2732 0.2532
C -3.2867 4.9061 4.1938 -0.0143 0.0358 -0.0200
C -1.3892 1.2708 1.3904 -0.7174 -0.0087 -0.1703
C -2.8526 5.5944 1.9290 0.0165 -0.0663 -0.0782
C -2.2563 -0.6195 -1.6214 -0.0141 0.0312 -0.2895
C 2.1487 -0.0102 -1.6480 -0.6588 -0.0816 0.0434
C -2.0416 -2.1262 -1.9552 -0.0355 0.0680 -0.0781
C -3.0712 5.9088 3.2618 -0.0113 0.0160 0.0639
C 2.3928 -3.0501 0.2091 -0.1079 0.0502 0.0867
C 1.1907 1.3923 0.5747 -0.2692 -0.3197 -0.4058
C -0.4117 2.0129 2.0564 0.6323 0.1469 0.2140
C 0.5718 -3.4201 -1.3091 -0.1596 0.0623 0.1643
C -2.6977 -2.6458 0.2648 -0.0528 -0.0501 0.0391
C -3.0524 3.2786 2.4652 0.0397 -0.5128 -0.1334
C -3.2780 3.5797 3.7937 0.0018 -0.2318 0.0901
C 3.8251 -0.7003 -3.2258 0.3301 0.1397 -0.2357
C -0.3489 -2.9121 -0.3937 0.3353 -0.2597 -0.0045
C 1.9216 -3.4865 -1.0221 0.3064 0.0304 0.0750
C -2.8444 4.2702 1.5254 -0.0049 0.0622 -0.1366
C 0.2915 0.5973 -0.1935 0.2802 0.3701 0.2407
C 1.4769 -2.5823 1.1478 0.2995 -0.0955 -0.0787
C 2.5412 1.4660 0.1930 0.0516 -0.1131 -0.1723
C -2.8694 -1.1396 0.6217 -0.1592 -0.3188 0.0846
C -1.0684 0.4928 0.2793 -0.0668 0.2458 0.2773
H -3.9070 -0.8270 0.4657 0.1009 -0.0277 0.0607
H -0.5364 -2.1339 1.6103 -0.1212 0.0870 0.0763
H -1.6440 0.0325 -2.2413 -0.0647 -0.0225 -0.0012
H 3.9131 -1.5831 -3.8664 0.0611 0.0859 0.1474
H -3.6431 -3.0395 -0.1224 0.0266 0.0041 0.0971
H 0.2106 -0.7426 -1.8949 -0.1046 -0.0884 -0.0721
H -3.3076 -0.3495 -1.7916 0.0955 0.0585 -0.0458
H -2.6880 3.9937 0.4943 0.0356 0.0483 -0.1531
H -1.2526 -2.2505 -2.6957 -0.0702 0.0005 -0.0035
H 2.5907 -3.8807 -1.7705 0.0984 -0.0196 -0.0535
H -2.6904 6.3802 1.2069 0.0120 0.0485 -0.0655
H 5.0965 0.5310 -4.4495 0.1197 0.0309 -0.0532
H 0.2284 -3.7762 -2.2689 -0.0624 -0.0479 -0.0754
H 4.6828 -3.0114 -1.2400 -0.0090 -0.0210 0.0077
H -2.6236 -0.9592 1.6664 -0.0015 -0.0868 -0.0808
H 3.1913 2.0798 0.7960 0.0586 0.0609 0.0718
H -0.6855 2.5851 2.9334 0.0168 0.0546 0.0803
H 3.9729 1.4515 -3.4385 0.0289 0.1025 0.0100
H -3.4462 2.7699 4.4866 -0.0131 -0.0439 0.1316
H 4.5547 -0.7907 -2.4113 -0.0779 -0.0652 -0.0523
H 5.6208 -3.4646 0.2054 -0.0369 -0.0290 -0.0830
H -2.9625 -2.5503 -2.3682 0.0761 0.0588 -0.0647
H -3.0772 6.9424 3.5744 0.0040 0.0807 0.0261
H -2.4306 -3.2275 1.1466 -0.0673 0.0052 -0.0072
H 1.8459 -2.2544 2.1067 0.0483 0.0446 0.1354
H 3.3803 0.6132 -4.8720 -0.0385 0.0207 -0.0850
H 4.4740 -4.6257 -0.5078 0.0004 0.0396 -0.0160
H 4.0684 0.8635 -1.1409 0.0890 0.0009 -0.0485
H -3.4618 5.1563 5.2292 -0.0171 0.0058 0.0781
```
Forces are in eV/Å.

## Properties
gap between HOMO and LUMO = 0.275 hartree
E_HOMO = -7.314 eV
lowest unoccupied orbital energy = 0.16 eV
spin multiplicity = 1
relative energy (zero: lowest compared OMol25 entry of this formula, charge and spin) = 57.94 kcal/mol
SMILES = CCOc1ccc2ncc(S(=O)(=O)c3ccccc3)c(N3CCN(c4ccc(OC)cc4)CC3)c2c1



no.,energy (hartree),molar mass (g/mol)
1,-4258.66790,816.55
2,-2163.58019,462.41
3,-1947.74075,503.62